{
  "formula": "C28H38N4O3P2SV",
  "method": "the ωB97M-V functional and the def2-TZVPD basis",
  "homo_lumo_gap_ev": [7.9, 7.7],
  "total_energy_ha": -3559.16460,
  "e_above_lowest_kcal_mol": 0.00,
  "spin_multiplicity": 4,
  "symbols": ["V", "C", "C", "C", "C", "C", "C", "C", "C", "C", "H", "H", "H", "H", "H", "H", "H", "H", "H", "H", "H", "H", "H", "H", "H", "P", "P", "N", "N", "N", "N", "C", "C", "C", "C", "C", "C", "C", "C", "C", "C", "C", "C", "C", "C", "C", "C", "C", "C", "H", "H", "H", "H", "H", "H", "H", "H", "H", "H", "H", "H", "H", "H", "H", "H", "H", "H", "H", "H", "C", "S", "O", "O", "O", "H", "H", "H"],
  "positions_angstrom": [[-0.065, 0.652, 1.925], [-1.683, 1.601, -3.595], [-1.766, 0.278, -3.436], [-0.859, -0.746, -4.055], [0.616, -0.334, -4.206], [1.216, 0.380, -3.022], [0.947, 1.625, -2.578], [0.541, 2.723, -3.503], [-0.652, 2.333, -4.396], [1.501, 1.354, 3.323], [-2.484, 2.244, -3.227], [-2.706, -0.150, -3.081], [-1.251, -1.012, -5.056], [-0.927, -1.676, -3.463], [1.170, -1.273, -4.342], [0.764, 0.232, -5.134], [2.109, -0.150, -2.635], [1.259, 1.953, -1.579], [1.384, 2.994, -4.158], [0.263, 3.606, -2.921], [-1.113, 3.251, -4.791], [-0.311, 1.761, -5.271], [0.722, 2.012, 3.745], [2.298, 1.974, 2.898], [1.935, 0.797, 4.159], [1.693, -0.282, 0.784], [-1.591, -0.730, 0.905], [2.858, 0.848, 0.065], [2.855, -1.460, 1.355], [-2.450, 0.619, 0.099], [-2.969, -1.729, 1.294], [0.797, -1.165, -0.534], [-0.633, -1.702, -0.299], [2.862, 2.217, 0.378], [3.918, 2.825, -0.284], [4.562, 1.816, -1.078], [3.896, 0.616, -0.839], [3.583, -1.279, 2.541], [4.204, -2.485, 2.867], [3.838, -3.438, 1.859], [3.007, -2.785, 0.954], [-2.158, 1.936, 0.496], [-2.970, 2.792, -0.240], [-3.743, 2.000, -1.140], [-3.389, 0.672, -0.906], [-4.116, -2.064, 0.570], [-4.915, -2.906, 1.336], [-4.228, -3.125, 2.572], [-3.040, -2.407, 2.526], [1.429, -1.921, -1.006], [0.668, -0.358, -1.263], [-1.177, -1.707, -1.254], [-0.623, -2.727, 0.105], [2.130, 2.626, 1.057], [4.197, 3.865, -0.198], [5.405, 1.965, -1.740], [4.074, -0.372, -1.234], [3.528, -0.340, 3.072], [4.828, -2.650, 3.730], [4.144, -4.472, 1.803], [2.468, -3.161, 0.102], [-1.420, 2.128, 1.297], [-3.015, 3.869, -0.146], [-4.436, 2.355, -1.894], [-3.712, -0.216, -1.419], [-4.286, -1.692, -0.424], [-5.869, -3.320, 1.039], [-4.552, -3.736, 3.407], [-2.254, -2.293, 3.250], [-1.334, 0.347, 4.257], [-0.243, -1.065, 4.428], [0.790, -0.711, 5.400], [-1.105, -2.167, 4.831], [0.311, -1.296, 3.047], [-1.081, 0.916, 5.159], [-2.334, -0.091, 4.364], [-1.308, 1.009, 3.349]],
  "atomic_forces_ev_per_a": [[2.28, -0.78, 3.73], [-0.69, -0.24, -0.50], [-0.64, 0.21, -1.05], [-0.02, -0.03, 0.05], [0.57, -0.24, -0.56], [0.98, 0.31, -0.23], [1.31, -0.42, -0.50], [-1.12, 0.29, -0.11], [0.12, 0.33, -0.25], [-0.18, 0.82, -0.85], [0.21, -0.37, 0.15], [0.47, 0.27, 0.26], [0.13, 0.05, 0.36], [0.12, 0.28, -0.17], [0.03, 0.26, -0.08], [-0.05, -0.18, 0.15], [-1.15, 0.15, 0.59], [0.48, -0.22, -0.51], [-0.07, -0.04, 0.40], [0.09, 0.01, -0.08], [0.13, -0.23, 0.04], [-0.25, 0.22, 0.39], [0.38, 0.43, 0.31], [-0.22, 0.14, 0.27], [-0.41, -0.23, -0.38], [2.07, -0.30, -0.61], [-2.78, 0.04, -1.23], [-0.53, 0.03, -0.20], [-0.49, 0.37, 0.74], [0.56, -0.35, -0.24], [0.26, -0.37, 0.59], [0.12, -0.05, -0.62], [0.02, -0.37, -0.03], [0.82, -0.07, -0.58], [-0.80, -0.89, 0.14], [-0.91, -0.80, 0.59], [0.26, 1.09, 0.11], [0.18, -1.32, -0.14], [-0.84, 1.14, -0.85], [-0.63, 1.05, -0.53], [0.42, -0.38, 0.89], [-0.61, -0.34, -0.67], [0.56, -0.34, 0.34], [0.58, -1.05, 0.74], [-0.27, 1.21, 0.07], [-0.47, -0.58, 0.44], [1.19, 0.73, -0.33], [0.94, 0.65, -0.26], [-1.08, -0.15, -0.57], [-0.26, 0.06, -0.20], [0.13, -0.21, 0.21], [0.19, -0.19, 0.15], [-0.08, 0.27, -0.04], [0.16, -0.08, -0.07], [-0.08, -0.12, -0.05], [-0.10, -0.14, 0.13], [0.04, 0.01, 0.10], [0.08, -0.10, -0.11], [-0.03, 0.01, -0.05], [-0.05, 0.08, -0.04], [0.17, -0.10, 0.03], [-0.75, 0.42, -0.43], [0.11, -0.19, 0.02], [0.06, -0.10, 0.27], [-0.03, 0.18, 0.21], [-0.03, -0.09, 0.15], [0.14, 0.10, -0.02], [0.08, 0.16, -0.19], [0.01, -0.19, 0.13], [-0.50, 0.11, 0.66], [1.78, -1.26, 0.92], [-1.24, -0.23, -1.01], [0.31, 0.69, -0.14], [-0.64, 0.69, -0.20], [-0.27, 0.33, -0.46], [0.11, 0.44, -0.28], [-0.37, -0.27, 1.05]]
}